Entry 1:
Entry from OMol25: a structure of composition C29H50AlCl6F6KN2O18S4 at a distorted geometry (wB97M-V/def2-TZVPD).

Positions of all 117 atoms, in Å:
C 3.024 -3.930 1.636
O 2.804 -2.575 1.888
C 4.007 -1.838 1.755
C 4.446 -1.690 0.327
C 3.416 -1.122 -0.646
C 2.923 0.266 -0.278
C 1.566 0.236 0.403
C 0.891 1.601 0.262
C -0.519 1.624 0.859
C -1.494 1.756 -0.314
C -2.891 1.225 -0.073
C -2.911 -0.224 0.420
C -3.706 -1.177 -0.479
C -4.427 -2.303 0.271
C -5.927 -2.131 0.452
O -6.431 -2.178 -0.861
S -6.982 -0.697 -1.307
O -8.372 -0.518 -1.328
O -6.291 -0.489 -2.513
O -6.347 0.134 -0.045
C -6.509 -0.843 0.980
C -6.333 -0.413 2.427
N -5.103 -0.839 3.068
H 2.658 -4.172 0.651
H 2.503 -4.545 2.347
H 4.063 -4.199 1.686
H 4.783 -2.353 2.294
H 3.898 -0.894 2.253
H 4.696 -2.668 -0.047
H 5.341 -1.103 0.296
H 2.606 -1.806 -0.824
H 3.940 -1.018 -1.557
H 3.648 0.791 0.312
H 2.787 0.828 -1.187
H 1.654 -0.028 1.454
H 0.987 -0.538 -0.092
H 1.505 2.313 0.779
H 0.861 1.855 -0.777
H -0.615 2.470 1.512
H -0.676 0.710 1.506
H -1.101 1.307 -1.204
H -1.571 2.809 -0.502
H -3.446 1.826 0.624
H -3.452 1.269 -0.984
H -3.329 -0.263 1.426
H -1.894 -0.650 0.489
H -4.323 -0.615 -1.145
H -2.972 -1.658 -1.096
H -3.889 -2.497 1.194
H -4.299 -3.183 -0.328
H -6.258 -2.904 1.126
H -7.572 -1.052 0.931
H -6.343 0.658 2.443
H -7.175 -0.770 2.982
H -4.781 -1.717 2.733
H -4.400 -0.136 3.076
O 4.783 -2.247 4.864
H 3.904 -2.019 4.511
Al -1.336 -0.465 2.496
C -0.770 -1.188 8.956
C -0.001 -1.253 7.866
C -0.602 -1.197 6.521
O 0.036 -1.250 5.494
C -2.047 -1.069 6.416
C -2.836 -1.001 7.482
C -2.246 -1.056 8.853
O -2.952 -0.994 9.824
H -0.360 -1.227 9.956
H 1.079 -1.348 7.910
H -2.414 -1.031 5.412
H -3.915 -0.905 7.415
C 7.796 0.159 -6.653
F 8.221 -1.089 -6.742
F 8.860 0.942 -6.545
F 7.199 0.465 -7.798
S 6.663 0.365 -5.227
O 7.454 0.028 -4.081
O 5.566 -0.515 -5.512
N 6.371 1.899 -5.440
S 5.391 2.624 -4.423
O 5.880 2.836 -3.092
O 3.991 2.268 -4.508
C 5.491 4.231 -5.261
F 5.068 4.129 -6.513
F 6.729 4.697 -5.306
F 4.746 5.157 -4.680
C 7.956 -0.643 4.265
Cl 6.678 -0.165 3.144
Cl 7.390 -0.469 5.926
Cl 8.393 -2.329 3.967
Cl 9.370 0.386 4.016
O 11.384 -3.326 5.679
H 10.589 -3.518 5.175
H 11.252 -3.787 6.509
O -8.574 -3.911 -5.645
S -8.022 -3.126 -4.539
O -8.155 -1.703 -4.867
O -6.604 -3.434 -4.330
O -8.761 -3.444 -3.313
Cl -5.335 1.938 -6.604
C -6.356 1.987 -5.146
C -6.712 3.395 -4.749
Cl -5.295 4.307 -4.157
H -5.832 1.471 -4.349
H -7.262 1.430 -5.374
H -7.435 3.373 -3.937
H -7.143 3.946 -5.578
C 0.749 4.240 -2.656
C 0.786 4.369 -4.188
O 2.083 4.708 -4.670
H 1.068 5.180 -2.208
H -0.261 4.001 -2.298
H 1.436 3.471 -2.293
H 0.113 5.167 -4.498
H 0.470 3.435 -4.669
H 2.694 4.001 -4.423
K -3.091 -2.506 4.152

Energy = -228401.8725 eV
HOMO energy = -0.25390 Ha
Molar mass = 1235.8 g/mol
Total charge = 0

These are the Mulliken partial charges, in e, on atoms 1 to 8: atom 1 (C): -1.03, atom 2 (O): -0.20, atom 3 (C): -0.98, atom 4 (C): -0.68, atom 5 (C): -1.21, atom 6 (C): -0.61, atom 7 (C): -0.07, atom 8 (C): -0.70

***

Entry 2:
Entry from OMol25: a cluster of 5 separate species, C29H50F12INO11S2 in total at a distorted geometry (wB97M-V/def2-TZVPD).

Positions of all 106 atoms, in Å:
C 3.343 1.014 0.926
C 3.003 1.935 -0.247
O 2.845 3.262 0.282
C 1.681 1.511 -0.919
N 1.748 1.407 -2.362
C 2.339 0.176 -2.868
C 1.339 -0.707 -3.587
O 0.582 -1.345 -2.561
C -0.223 -2.414 -2.941
C 0.679 -3.658 -2.862
C 0.217 -4.967 -3.500
C 0.915 -6.119 -2.745
I 0.908 -5.103 -5.546
O -0.651 -2.252 -4.311
S -2.155 -2.704 -4.557
O -2.975 -1.595 -4.911
O -2.237 -3.823 -5.423
O -2.425 -3.131 -3.056
C -1.521 -2.444 -2.108
C -2.213 -1.098 -1.892
C -1.358 0.001 -1.224
C -2.175 1.185 -0.692
F -3.258 1.372 -1.494
F -1.385 2.295 -0.739
C -2.647 0.935 0.761
F -3.666 0.035 0.703
F -1.666 0.361 1.505
S -3.253 2.468 1.724
F -3.024 1.708 3.101
F -4.750 1.933 1.733
F -3.582 3.246 0.391
F -1.786 3.036 1.779
F -3.734 3.732 2.536
C -1.605 -3.411 -0.918
C -1.247 -2.891 0.466
O -1.867 -3.800 1.370
C 0.246 -2.929 0.800
F 0.939 -1.936 0.217
F 0.800 -4.120 0.499
F 0.392 -2.759 2.145
H 3.800 1.607 1.711
H 4.045 0.229 0.658
H 2.430 0.600 1.346
H 3.824 2.020 -0.950
H 2.150 3.188 0.939
H 0.955 2.280 -0.674
H 1.351 0.579 -0.448
H 0.850 1.586 -2.779
H 3.232 0.339 -3.467
H 2.666 -0.413 -2.008
H 1.894 -1.422 -4.193
H 0.714 -0.096 -4.233
H 0.807 -3.857 -1.803
H 1.662 -3.437 -3.258
H -0.848 -5.146 -3.432
H 0.339 -6.360 -1.852
H 0.985 -7.006 -3.352
H 1.899 -5.764 -2.453
H -2.578 -0.697 -2.827
H -3.094 -1.285 -1.283
H -0.741 0.443 -1.996
H -0.668 -0.371 -0.482
H -2.662 -3.647 -0.857
H -1.094 -4.342 -1.126
H -1.660 -1.909 0.660
H -2.102 -3.317 2.162
C -1.759 -10.836 -3.058
C -1.574 -9.352 -3.256
O -0.499 -8.880 -3.540
C -2.795 -8.481 -3.082
H -0.809 -11.343 -3.211
H -2.112 -11.038 -2.045
H -2.488 -11.221 -3.773
H -3.190 -8.586 -2.070
H -3.566 -8.769 -3.799
H -2.526 -7.440 -3.254
C 0.141 2.424 4.764
C 1.073 3.495 4.243
O 2.026 3.211 3.552
C 0.762 4.916 4.624
H 0.478 1.449 4.419
H 0.135 2.433 5.855
H -0.872 2.602 4.400
H 0.787 5.025 5.707
H -0.229 5.191 4.253
H 1.499 5.576 4.190
C 5.233 4.914 5.954
C 4.237 5.996 6.285
O 3.130 5.999 5.798
C 4.682 7.071 7.246
H 4.784 4.212 5.254
H 6.122 5.351 5.498
H 5.522 4.380 6.861
H 5.549 7.597 6.843
H 4.948 6.627 8.207
H 3.873 7.783 7.395
C -1.554 5.466 -0.297
C -1.155 6.895 -0.581
O -0.052 7.178 -0.980
C -2.206 7.954 -0.342
H -0.713 4.809 -0.507
H -1.830 5.361 0.752
H -2.394 5.178 -0.928
H -2.515 7.945 0.704
H -3.076 7.768 -0.974
H -1.795 8.932 -0.583

Energy = -117274.9975 eV
HOMO energy = -0.32239 Ha
Molar mass = 1007.7 g/mol
Total charge = 0

These are the Mulliken partial charges, in e, on atoms 1 to 8: atom 1 (C): -1.28, atom 2 (C): 0.07, atom 3 (O): -0.59, atom 4 (C): 1.19, atom 5 (N): -0.36, atom 6 (C): -1.18, atom 7 (C): -0.69, atom 8 (O): 0.48